<A>
Below is the ion C5H13N2S with charge +1, with properties calculated with ωB97M-V/def2-TZVPD.

Each line ends with the natural charge from an NBO analysis.
Positions of all 21 atoms, in Å:
C1 -0.79980 -0.47059 0.75903  -0.23
C2 -0.78718 1.07993 0.32003  -0.07
C3 1.60314 -0.65605 0.56471  0.09
C4 -1.76314 1.16250 -0.78396  -0.66
C5 0.43100 -2.12326 -0.84415  -0.44
N1 0.42054 -1.19907 0.27179  -0.35
N2 0.58859 1.48803 -0.00546  -0.84
S1 1.85675 0.08694 2.12586  0.16
H1 -0.93649 -0.57771 1.77299  0.23
H2 -1.68273 -0.85995 0.29073  0.24
H3 -1.23053 1.63927 1.15921  0.23
H4 2.44614 -0.69736 -0.21324  0.26
H5 -1.66269 0.50252 -1.66145  0.22
H6 -1.90118 2.20888 -1.19155  0.24
H7 -2.78884 1.14173 -0.47237  0.25
H8 -0.52141 -2.46587 -1.28078  0.25
H9 0.93549 -1.70431 -1.71727  0.22
H10 0.94304 -3.03788 -0.57858  0.24
H11 0.91494 1.47900 -0.94311  0.39
H12 0.97668 2.25464 0.60029  0.41
H13 2.95770 0.74861 1.82728  0.16

The gap between HOMO and LUMO is 8.82 eV. As for the LUMO energy: -4.3 eV. The charge is +1. The calculation puts the HOMO energy at -13.15 eV.

<B>
Below is a cluster of 2 separate species, C5H13N2S in total, with properties calculated with ωB97M-V/def2-TZVPD.

Each line ends with the natural charge from an NBO analysis.
Positions of all 21 atoms, in Å:
C1 1.60875 1.40793 0.52075  0.19
C2 0.81459 2.63011 0.45030  -0.66
C3 1.53193 -1.76933 -0.63189  -0.60
C4 1.89840 -0.94104 0.58777  -0.24
C5 -2.46254 -0.87290 -0.90164  -0.31
N1 -3.62923 -0.43020 -0.09382  -0.69
N2 1.09581 0.23003 0.64975  -0.42
S1 -1.73445 0.15542 0.45578  0.40
H1 2.64458 1.59293 0.70639  0.18
H2 -0.16049 2.40765 0.48646  0.22
H3 1.16144 3.23858 1.22748  0.25
H4 1.12760 3.26915 -0.38776  0.25
H5 0.47318 -2.02208 -0.41797  0.19
H6 1.61240 -1.18011 -1.48737  0.21
H7 2.25311 -2.61612 -0.66636  0.24
H8 2.90043 -0.40097 0.42949  0.18
H9 1.86415 -1.56882 1.47284  0.22
H10 -2.58723 -0.61938 -1.91057  0.24
H11 -2.22738 -1.93709 -0.77075  0.25
H12 -4.00017 -0.99492 0.70770  0.46
H13 -4.18487 0.42117 -0.42657  0.46

The gap between HOMO and LUMO (alpha / beta) is 7.83 / 7.83 eV. As for the LUMO energy (alpha / beta): -5.3 / -5.3 eV. The charge is +1. The calculation puts the HOMO energy (alpha / beta) at -13.09 / -13.09 eV.

Of them, the most stable is <A> and the least stable is <B>.

<A>
Below is the ion C5H8NO3 with charge +1, with properties calculated with ωB97M-V/def2-TZVPD.

Each line ends with the natural charge from an NBO analysis.
Positions of all 17 atoms, in Å:
C1 0.72838 -1.36870 1.94472  -0.29
O1 1.12556 -1.22977 0.63795  -0.44
C2 0.43300 -0.56276 -0.22696  0.36
C3 0.12121 -0.66794 -1.57465  0.14
O2 0.71981 -1.39629 -2.51028  -0.62
C4 -0.84217 0.43196 -1.52432  0.50
O3 -1.46138 1.11390 -2.25611  -0.51
C5 -0.71924 0.62314 0.03391  -0.23
N1 -0.22640 1.99890 0.29340  -0.70
H1 -0.09497 -0.81516 2.35187  0.19
H2 1.42195 -1.08385 2.72436  0.21
H3 0.69623 -2.54239 2.06321  0.23
H4 0.08441 -1.53352 -3.28615  0.52
H5 -1.64512 0.39527 0.51882  0.24
H6 -0.97787 2.56106 -0.04425  0.47
H7 0.53927 2.17847 -0.43568  0.46
H8 0.09734 1.89767 1.29017  0.48

The gap between HOMO and LUMO is 9.14 eV. As for the LUMO energy: -3.9 eV. The charge is +1. Its structure (SMILES) is COC1=C(O)C(=O)[C@@H]1[NH3+]. The calculation puts the HOMO energy at -13.05 eV.

<B>
Below is a cluster of 2 separate species, C5H8NO3 in total, with properties calculated with ωB97M-V/def2-TZVPD.

Each line ends with the natural charge from an NBO analysis.
Positions of all 17 atoms, in Å:
C1 0.08531 -2.46383 2.59590  1.02
C2 -0.31951 1.95833 0.48146  0.65
C3 -1.32589 2.98272 0.44377  -0.75
C4 0.38559 -1.12295 -1.93491  -0.62
C5 1.25893 -0.93838 -0.71678  -0.26
N1 0.53029 -0.20596 0.30135  -0.07
O1 0.72679 -3.36639 2.89284  -0.48
O2 -0.55220 -1.59846 2.16663  -0.54
O3 0.22561 0.96206 0.31220  -0.02
H1 -2.18382 2.53841 1.13939  0.32
H2 -1.21373 3.95620 0.79381  0.30
H3 -1.80363 2.88433 -0.51391  0.30
H4 0.12442 -0.15437 -2.31746  0.20
H5 0.87999 -1.60882 -2.82956  0.26
H6 -0.45745 -1.61253 -1.66888  0.22
H7 2.25173 -0.36482 -0.96729  0.23
H8 1.38758 -1.84554 -0.17856  0.24

The gap between HOMO and LUMO (alpha / beta) is 8.99 / 8.87 eV. As for the LUMO energy (alpha / beta): -5.1 / -5.1 eV. The charge is +1. The calculation puts the HOMO energy (alpha / beta) at -14.07 / -13.99 eV.

Of them, the most stable is <A> and the least stable is <B>.

<A>
Below is a cluster of 2 separate species, C3H7N3 in total, with properties calculated with ωB97M-V/def2-TZVPD.

Each line ends with the natural charge from an NBO analysis.
Positions of all 13 atoms, in Å:
C1 -3.32682 -1.15812 -0.02921  0.56
C2 -1.92856 0.91963 0.02202  0.24
C3 3.10676 -0.67208 0.04378  0.18
N1 -2.60172 -0.27279 -0.00219  -0.24
N2 -0.67703 0.95202 0.03549  -0.55
N3 2.02836 -0.01879 -0.05183  -0.58
H1 -3.99280 -1.99974 -0.05948  0.33
H2 -2.64721 1.74920 0.02801  0.26
H3 3.37664 -1.22323 0.94334  0.25
H4 3.81151 -0.70907 -0.78540  0.25
H5 -0.29486 1.89809 0.04664  0.40
H6 1.34487 0.03079 0.70773  0.45
H7 1.80084 0.50410 -0.89891  0.45

The gap between HOMO and LUMO is 10.97 eV. As for the LUMO energy: -9.5 eV. The charge is +2. The calculation puts the HOMO energy at -20.42 eV.

<B>
Below is the ion C3H7N3 with charge +2, with properties calculated with ωB97M-V/def2-TZVPD.

Each line ends with the natural charge from an NBO analysis.
Positions of all 13 atoms, in Å:
C1 1.98828 -0.17320 -0.04366  -0.48
N1 0.57585 -0.10650 -0.08392  -0.02
N2 -0.08378 -1.16588 -0.21285  0.19
C2 -1.53116 -0.77710 -0.22190  -0.17
N3 -1.48420 0.66344 0.03469  -0.35
C3 -0.26116 0.98935 0.10766  0.39
H1 2.54846 -0.32877 -0.99823  0.33
H2 2.28613 -0.94421 0.58337  0.30
H3 2.32172 0.83359 0.43267  0.27
H4 -2.32253 -0.97779 -0.95326  0.36
H5 -1.72179 -1.21324 0.79577  0.35
H6 -2.33725 1.25150 0.22453  0.53
H7 0.02143 1.94881 0.33513  0.29

The gap between HOMO and LUMO (alpha / beta) is 10.43 / 10.43 eV. As for the LUMO energy (alpha / beta): -12.7 / -12.7 eV. The charge is +2. Its structure (SMILES) is C[N+]1=NC[NH+]=C1. The calculation puts the HOMO energy (alpha / beta) at -23.09 / -23.09 eV.

<C>
Below is a cluster of 2 separate species, C3H7N3 in total, with properties calculated with ωB97M-V/def2-TZVPD.

Each line ends with the natural charge from an NBO analysis.
Positions of all 13 atoms, in Å:
C1 0.32834 1.44609 -1.96843  0.81
C2 -0.44431 -1.23597 1.71072  0.50
C3 0.75096 -1.07057 1.47397  -0.42
N1 -0.40345 1.04368 -1.11936  -0.53
N2 1.14034 1.83196 -2.82667  -0.75
N3 -1.60710 -1.52903 2.04106  -0.62
H1 1.50938 -1.58457 1.91249  0.32
H2 1.25239 -0.28105 0.77317  0.31
H3 -1.35591 1.12576 -0.81330  0.49
H4 2.10202 2.16197 -2.68171  0.50
H5 0.87992 1.84560 -3.76759  0.48
H6 -2.06507 -1.23307 2.89050  0.47
H7 -2.21779 -2.12836 1.52067  0.46

The gap between HOMO and LUMO is 11.79 eV. As for the LUMO energy: -8.4 eV. The charge is +2. The calculation puts the HOMO energy at -20.23 eV.

<D>
Below is the ion C3H7N3 with charge +2, with properties calculated with ωB97M-V/def2-TZVPD.

Each line ends with the natural charge from an NBO analysis.
Positions of all 13 atoms, in Å:
C1 1.10354 1.08151 -0.01327  0.39
C2 -1.03450 0.03583 0.35782  0.50
C3 1.00642 -1.24425 -0.06590  0.04
N1 -0.24430 1.03040 -0.00584  -0.55
N2 1.70192 -0.07280 0.13667  -0.48
N3 -2.22821 -0.38582 0.02788  -0.65
H1 1.62469 2.13657 -0.15261  0.33
H2 1.35319 -1.94771 0.60229  0.26
H3 0.25137 -1.30312 -0.87051  0.27
H4 -0.77620 1.88353 -0.20137  0.47
H5 2.62580 -0.13320 0.53573  0.49
H6 -2.62418 -1.28577 0.25738  0.48
H7 -2.75954 0.20482 -0.60829  0.44

The gap between HOMO and LUMO (alpha / beta) is 8.61 / 8.61 eV. As for the LUMO energy (alpha / beta): -11.0 / -11.0 eV. The charge is +2. The calculation puts the HOMO energy (alpha / beta) at -19.61 / -19.61 eV.

Of them, the most stable is <A> and the least stable is <B>.

<A>
Below is a cluster of 13 separate species, H26O13 in total, with properties calculated with ωB97M-V/def2-TZVPD.

Each line ends with the natural charge from an NBO analysis.
Positions of all 39 atoms, in Å:
O1 -1.36364 2.46615 1.00415  -0.99
H1 -1.40269 2.63227 0.06444  0.50
H2 -2.24451 2.44658 1.38542  0.49
O2 1.91006 -1.37594 -2.52109  -0.94
H3 2.14688 -1.52668 -1.62754  0.48
H4 2.73829 -0.99198 -2.73942  0.46
O3 2.66038 1.19715 1.77797  -0.97
H5 2.24314 1.45270 0.96611  0.47
H6 1.90650 1.14440 2.30806  0.48
O4 -0.93633 2.39577 -1.88038  -0.96
H7 -0.14267 2.13524 -2.32650  0.47
H8 -1.64394 1.87485 -2.25430  0.50
O5 -1.85791 -0.81929 2.16336  -0.94
H9 -1.59234 -1.49637 2.77663  0.45
H10 -1.15118 -0.86270 1.54500  0.49
O6 2.64305 -1.34299 0.16004  -0.96
H11 2.65787 -1.60568 1.05377  0.49
H12 3.57884 -1.37712 0.09864  0.49
O7 0.17685 1.24486 3.14042  -0.96
H13 -0.16477 0.61677 3.77636  0.47
H14 -0.53971 1.28316 2.53253  0.49
O8 -0.96690 -0.39966 -3.04709  -0.99
H15 -1.17821 -1.27834 -2.76821  0.50
H16 -0.01475 -0.31140 -2.87757  0.50
O9 -2.61663 0.28905 -0.85497  -1.01
H17 -2.25074 0.06287 -1.74049  0.50
H18 -1.93725 0.52114 -0.17380  0.49
O10 0.15753 -2.94643 2.23917  -0.95
H19 0.15552 -2.96431 1.27413  0.49
H20 -0.72556 -3.03123 2.58809  0.47
O11 -2.09944 -2.56746 -1.48203  -0.97
H21 -2.92643 -3.01099 -1.32107  0.48
H22 -2.04898 -1.88205 -0.83375  0.49
O12 2.06962 2.63211 -0.59508  -0.93
H23 1.80612 2.36117 -1.45057  0.46
H24 1.58386 3.41235 -0.43818  0.48
O13 0.14993 -0.31519 -0.02353  -0.99
H25 0.99224 -0.65359 0.29549  0.50
H26 0.22794 0.59080 -0.19422  0.48

The gap between HOMO and LUMO is 10.45 eV. As for the LUMO energy: -0.1 eV. The charge is 0. The calculation puts the HOMO energy at -10.50 eV.

<B>
Below is a structure of composition H26O13, with properties calculated with ωB97M-V/def2-TZVPD.

Each line ends with the natural charge from an NBO analysis.
Positions of all 39 atoms, in Å:
O1 0.89274 -2.51822 0.50824  -1.01
H1 1.77167 -2.13914 0.51293  0.46
H2 0.44327 -2.07317 -0.21019  0.43
O2 3.10493 0.39921 -0.22596  -1.03
H3 3.33172 1.13337 0.34484  0.43
H4 2.15728 0.46883 -0.34143  0.42
O3 -0.05271 2.01883 0.24330  -0.81
H5 0.50065 2.74104 0.54063  0.53
H6 -0.52423 1.73900 1.02791  0.50
O4 -1.62384 1.56627 1.26629  -0.80
H7 -2.18623 1.63798 0.49506  0.54
H8 -2.01212 2.16628 1.90306  0.54
O5 -0.51582 1.91070 -1.55872  -1.00
H9 -1.45903 1.88404 -1.39788  0.41
H10 -0.12446 1.94646 -0.68590  0.39
O6 0.07107 -2.24028 -1.18605  -0.78
H11 -0.41845 -1.64637 -1.75514  0.48
H12 -0.27257 -3.10921 -1.39363  0.54
O7 1.60058 0.41987 2.00072  -1.05
H13 2.05274 -0.26919 1.51390  0.46
H14 0.67060 0.22621 1.88292  0.43
O8 -1.91129 -1.07404 -0.90699  -1.00
H15 -1.95122 -0.90152 -1.84766  0.47
H16 -1.03829 -0.78072 -0.64606  0.43
O9 -0.42848 0.12053 1.85104  -0.94
H17 -1.13157 0.75313 1.70371  0.43
H18 -0.84984 -0.73347 1.75418  0.52
O10 1.33812 0.86900 -0.71295  -0.81
H19 0.87971 0.64437 -1.52266  0.52
H20 0.78717 1.53529 -0.30217  0.44
O11 -2.06040 -1.18423 1.26391  -0.94
H21 -2.92705 -0.84249 1.48381  0.46
H22 -2.02648 -1.15516 0.30774  0.46
O12 1.66532 -1.26086 -1.74014  -0.95
H23 0.76957 -1.55511 -1.57502  0.41
H24 1.58274 -0.63017 -2.45544  0.42
O13 -0.19958 -0.28492 -0.28466  -0.98
H25 0.72071 -0.02458 -0.24578  0.50
H26 -0.62690 0.24244 0.39027  0.47

The gap between HOMO and LUMO is 6.24 eV. As for the LUMO energy: -1.5 eV. The charge is 0. The calculation puts the HOMO energy at -7.75 eV.

Of them, the most stable is <A> and the least stable is <B>.